Formula: BeH9O5
Source: the Open Molecules 2025 dataset
Level of theory: ωB97M-V/def2-TZVPD

Each line ends with the natural charge from an NBO analysis.
Cartesian coordinates (Å):
Be (7.069, 1.985, -12.590)  1.72
O (7.330, 3.217, -11.724)  -1.38
H (8.050, 3.499, -11.091)  0.52
O (6.794, 0.472, -11.592)  -1.02
H (7.282, 0.388, -10.729)  0.54
H (6.621, -0.498, -11.766)  0.53
O (9.360, 4.512, -12.995)  -0.93
H (8.651, 4.064, -12.617)  0.46
H (9.697, 3.859, -13.595)  0.44
O (8.209, 1.680, -13.794)  -1.02
H (8.041, 1.738, -14.757)  0.54
H (8.973, 1.069, -13.798)  0.54
O (5.564, 2.129, -13.527)  -1.03
H (5.205, 1.439, -14.093)  0.53
H (4.909, 2.831, -13.331)  0.56

Values from the calculation:
DFT total energy: -396.2229 hartree
energy above the lowest of the compared OMol25 structures with the same formula, charge and spin: 0.2920 eV
total charge: +1
LUMO level: -4.3 eV

---

Formula: Br2FH2PSi
Source: the Open Molecules 2025 dataset
Level of theory: ωB97M-V/def2-TZVPD

Each line ends with the natural charge from an NBO analysis.
Cartesian coordinates (Å):
F (-1.341, -0.398, -2.146)  -0.66
Si (-1.000, -0.313, -0.569)  1.29
P (2.068, 0.006, 0.493)  0.03
Br (-1.697, -2.286, 0.385)  -0.31
Br (-2.125, 1.432, 0.182)  -0.29
H (1.505, 0.215, 1.654)  -0.06
H (2.590, 1.344, 0.000)  0.00

Values from the calculation:
DFT total energy: -5879.9894 hartree
energy above the lowest of the compared OMol25 structures with the same formula, charge and spin: 2.6122 eV
LUMO level (alpha / beta): -2.0 / -1.9 eV

---

Formula: Br2H2N2O2S
Source: the Open Molecules 2025 dataset
Level of theory: ωB97M-V/def2-TZVPD

Each line ends with the natural charge from an NBO analysis.
Cartesian coordinates (Å):
N (-1.120, 0.384, 0.607)  -1.09
N (2.686, 0.472, -0.606)  -0.71
O (-1.075, -0.644, -1.723)  -0.87
O (-1.135, -2.216, 0.309)  -0.87
S (-0.786, -0.988, -0.363)  1.99
Br (1.674, -0.595, 0.305)  0.49
Br (2.566, 2.269, -0.400)  0.24
H (-0.911, 0.288, 1.544)  0.40
H (-1.900, 1.029, 0.327)  0.42

Values from the calculation:
DFT total energy: -5807.2144 hartree
energy above the lowest of the compared OMol25 structures with the same formula, charge and spin: 3.0793 eV
LUMO level (alpha / beta): -1.4 / -1.6 eV

---

Formula: Br2H2N2S
Source: the Open Molecules 2025 dataset
Level of theory: ωB97M-V/def2-TZVPD

Each line ends with the natural charge from an NBO analysis.
Cartesian coordinates (Å):
Br (-0.051, -2.423, -0.113)  0.19
N (-1.032, -0.877, 0.030)  -0.88
S (-0.282, 0.568, -0.989)  0.65
N (0.591, 1.379, 0.112)  -0.84
Br (2.560, 0.957, 0.297)  0.09
H (-2.028, -1.021, -0.405)  0.39
H (0.242, 1.418, 1.068)  0.41

Values from the calculation:
DFT total energy: -5656.8220 hartree
energy above the lowest of the compared OMol25 structures with the same formula, charge and spin: 0.4520 eV
LUMO level: -0.7 eV
structure (SMILES): BrNSNBr

---

Formula: Br2HOP
Source: the Open Molecules 2025 dataset
Level of theory: ωB97M-V/def2-TZVPD

Each line ends with the natural charge from an NBO analysis.
Cartesian coordinates (Å):
O (-1.135, -0.569, -0.061)  -1.04
P (0.103, -0.288, 0.889)  1.19
Br (0.888, 2.270, -0.061)  -0.46
Br (1.651, -1.625, -0.198)  -0.24
H (-1.507, 0.212, -0.569)  0.55

Values from the calculation:
DFT total energy: -5565.2456 hartree
energy above the lowest of the compared OMol25 structures with the same formula, charge and spin: 1.1244 eV
LUMO level: -2.0 eV

---

Formula: Br2HP
Source: the Open Molecules 2025 dataset
Level of theory: ωB97M-V/def2-TZVPD

Each line ends with the natural charge from an NBO analysis.
Cartesian coordinates (Å):
P (0.173, 0.061, 0.811)  0.40
Br (1.101, 1.685, -0.336)  -0.19
Br (0.876, -1.714, -0.283)  -0.19
H (-2.150, -0.031, -0.193)  -0.02

Values from the calculation:
DFT total energy: -5489.9007 hartree
energy above the lowest of the compared OMol25 structures with the same formula, charge and spin: 2.8643 eV
LUMO level (alpha / beta): -1.5 / -0.9 eV

---

Formula: Br3ClHNP2
Source: the Open Molecules 2025 dataset
Level of theory: ωB97M-V/def2-TZVPD

Each line ends with the natural charge from an NBO analysis.
Cartesian coordinates (Å):
Cl (-0.801, -1.154, 2.766)  -0.28
P (-1.402, -0.971, 0.808)  0.97
Br (-0.333, -2.583, -0.238)  -0.19
N (-0.311, 0.296, 0.209)  -1.33
P (1.193, 0.180, -0.587)  0.96
Br (2.029, 2.315, -0.112)  -0.25
Br (0.380, 0.792, -2.728)  -0.29
H (-0.756, 1.125, -0.119)  0.42

Values from the calculation:
DFT total energy: -8920.4110 hartree
energy above the lowest of the compared OMol25 structures with the same formula, charge and spin: 0.0553 eV
LUMO level: -0.5 eV
structure (SMILES): ClP(Br)NP(Br)Br

---

Formula: Br3H3Si2
Source: the Open Molecules 2025 dataset
Level of theory: ωB97M-V/def2-TZVPD

Each line ends with the natural charge from an NBO analysis.
Cartesian coordinates (Å):
Si (1.482, 0.405, -0.207)  0.78
Si (-2.140, -0.194, 0.835)  0.82
Br (0.780, 2.169, 0.964)  -0.31
Br (-2.494, 0.365, -1.322)  -0.41
Br (-2.214, -2.518, 0.515)  -0.44
H (1.641, 0.693, -1.596)  -0.13
H (2.347, -0.135, 0.773)  -0.14
H (0.599, -0.785, 0.039)  -0.17

Values from the calculation:
DFT total energy: -8302.8793 hartree
energy above the lowest of the compared OMol25 structures with the same formula, charge and spin: 1.5868 eV
LUMO level: -1.1 eV

---

Formula: Br3HNP
Source: the Open Molecules 2025 dataset
Level of theory: ωB97M-V/def2-TZVPD

Each line ends with the natural charge from an NBO analysis.
Cartesian coordinates (Å):
N (-0.368, 0.005, 0.374)  -1.17
P (-1.986, -0.016, 0.106)  1.18
Br (-3.366, 0.485, 1.726)  -0.14
Br (-2.814, -1.932, -0.536)  -0.08
Br (-2.784, 1.441, -1.478)  -0.19
H (-0.132, 1.064, 0.580)  0.39

Values from the calculation:
DFT total energy: -8118.7868 hartree
energy above the lowest of the compared OMol25 structures with the same formula, charge and spin: 0.0327 eV
LUMO level: -1.2 eV
structure (SMILES): N=P(Br)(Br)Br

---

Formula: Br4Fe
Source: the Open Molecules 2025 dataset
Level of theory: ωB97M-V/def2-TZVPD

Each line ends with the Mulliken spin population.
Cartesian coordinates (Å):
Fe (0.023, 0.048, -0.057)  3.79
Br (0.622, 2.473, 0.257)  0.06
Br (0.387, -0.811, 2.314)  0.05
Br (-2.394, -0.252, -0.889)  0.05
Br (1.362, -1.458, -1.625)  0.05

Values from the calculation:
2S+1: 5
⟨S²⟩: 6.01
DFT total energy: -11560.0160 hartree
total charge: -2
LUMO level (alpha / beta): 5.8 / 5.8 eV

---

Formula: Br5HSi2
Source: the Open Molecules 2025 dataset
Level of theory: ωB97M-V/def2-TZVPD

Each line ends with the Mulliken spin population.
Cartesian coordinates (Å):
Si (-0.266, 0.340, 1.162)  0.66
Si (0.416, -0.078, -1.071)  0.10
Br (0.589, -1.283, 2.518)  0.05
Br (-2.831, -0.069, 1.059)  1.07
Br (-0.271, 1.743, -2.240)  0.02
Br (2.566, -0.312, -1.177)  0.05
Br (-0.649, -1.823, -1.901)  0.01
H (0.446, 1.481, 1.651)  0.05

Values from the calculation:
2S+1: 3
⟨S²⟩: 2.01
DFT total energy: -13449.7243 hartree
energy above the lowest of the compared OMol25 structures with the same formula, charge and spin: 0.0000 eV
LUMO level (alpha / beta): 0.1 / -4.9 eV

---

Formula: BrCa3O12P3Zn3
Source: the Open Molecules 2025 dataset
Level of theory: ωB97M-V/def2-TZVPD

Each line ends with the natural charge from an NBO analysis.
Cartesian coordinates (Å):
Ca (0.284, 0.786, 2.191)  1.57
Ca (0.351, -3.747, -0.903)  1.57
Ca (-2.443, -1.295, 2.131)  1.67
Zn (-0.220, 3.121, -1.521)  1.02
Zn (2.656, 0.081, -1.106)  1.44
Zn (-0.780, -0.318, -2.928)  1.68
P (-0.112, -0.223, -0.316)  2.53
O (-1.019, -0.236, 0.914)  -1.41
O (-0.394, 0.887, -1.296)  -1.30
O (-0.502, -1.446, -1.251)  -1.37
O (1.281, -0.206, 0.326)  -1.33
P (1.697, 1.378, -3.570)  2.47
O (0.408, 0.681, -4.110)  -1.28
O (1.416, 2.556, -2.620)  -1.30
O (2.674, 1.860, -4.651)  -0.95
O (2.710, 0.304, -3.022)  -1.18
P (-1.344, -0.360, 5.059)  2.41
O (-0.932, 0.734, 6.088)  -0.52
O (-2.695, 0.260, 5.413)  -0.54
O (-1.109, -0.183, 3.579)  -1.40
O (-1.377, -1.803, 5.495)  -1.01
Br (-0.549, -2.831, -3.901)  -0.77

Values from the calculation:
DFT total energy: -11871.5017 hartree
total charge: +2
LUMO level: -9.7 eV